A cluster of 8 separate species, H16O8 in total, computed with the ωB97M-V functional and the def2-TZVPD basis.

XYZ file:
```
24
Properties=species:S:1:pos:R:3:forces:R:3
O -1.647 -1.805 -2.314 -0.30 0.12 -0.42
H -1.556 -0.871 -2.545 0.11 -0.08 0.19
H -2.435 -2.102 -2.788 0.18 0.02 -0.04
O -1.550 1.133 -1.201 -0.29 -0.27 -0.14
H -2.179 1.472 -1.850 0.09 0.12 0.11
H -2.102 0.751 -0.504 0.02 0.23 -0.03
O 2.547 0.886 -0.221 -0.15 -0.08 0.03
H 2.362 -0.057 -0.129 0.31 -0.02 -0.30
H 2.469 1.052 -1.168 0.01 -0.02 0.07
O -2.126 -3.158 0.091 -0.02 0.02 -0.44
H -1.908 -2.853 -0.815 -0.01 -0.03 0.76
H -2.971 -2.747 0.294 0.04 -0.03 0.00
O 1.142 1.681 2.444 -0.05 -0.22 0.28
H 1.080 2.093 3.314 0.03 -0.07 -0.06
H 0.971 0.744 2.608 -0.07 0.12 -0.01
O 0.040 -0.525 0.555 0.30 0.04 0.15
H -0.501 -0.418 -0.240 0.29 -0.16 0.08
H 0.632 0.244 0.546 -0.32 0.17 -0.19
O 2.023 -2.562 -0.538 0.28 0.34 0.15
H 1.549 -1.977 0.072 -0.36 -0.27 -0.05
H 2.902 -2.668 -0.155 -0.10 -0.09 -0.05
O 0.321 4.105 1.195 -0.19 -0.07 -0.08
H 0.366 3.141 1.289 0.16 0.22 0.03
H 0.570 4.443 2.059 0.02 0.01 -0.05
```
Forces are in eV/Å.

Properties
- structure (SMILES) = O.O.O.O.O.O.O.O
- net charge = 0
- energy above the lowest of the compared OMol25 structures with the same formula, charge and spin (kJ/mol) = 229.3
- DFT total energy (eV) = -16639.6345
- HOMO (Eh) = -0.399

Mulliken atomic charge list, values in e, 4 entries:
1 O -0.646
2 H 0.320
3 H 0.304
4 O -0.662